216
Properties=species:S:1:pos:R:3:forces:R:3 method="wB97M-V/def2-TZVPD" e_above_lowest_kj_mol=507.3 homo_energy_ev=-8.11 mol_weight_g_mol=1161.79 e_lumo_ev=0.552 orbital_gap_ev=8.67
C -7.201 -1.359 2.891 -1.3 -3.4 -2.6
C -5.866 -0.985 2.390 1.9 1.9 0.7
C -5.634 -1.273 0.939 -0.8 0.5 -0.1
C -6.496 -0.326 0.058 0.5 -2.5 -0.7
C -6.128 1.067 0.353 -0.2 2.3 -0.4
C -6.303 1.514 1.833 1.4 -0.1 -1.4
N -5.514 0.494 2.586 -1.8 -0.5 0.7
O -5.889 0.801 3.954 2.2 -0.1 0.8
C -5.431 2.796 2.023 -0.4 -0.9 -0.4
C -7.785 1.765 2.220 0.7 0.6 1.3
C -4.806 -1.779 3.213 -2.3 -0.2 -0.3
H -7.459 -0.861 3.726 -1.0 2.0 2.7
H -7.069 -2.394 3.233 -0.4 -0.1 0.0
H -8.079 -1.447 2.177 1.2 0.6 0.6
H -4.579 -1.123 0.732 0.1 0.0 -0.2
H -5.869 -2.324 0.836 -0.1 -0.3 -0.6
H -7.568 -0.546 0.132 0.1 0.1 0.3
H -6.222 -0.614 -0.974 -0.2 0.5 0.1
H -6.668 1.781 -0.323 0.2 -0.4 0.6
H -5.076 1.225 0.094 0.1 -0.2 0.1
H -4.384 2.618 1.729 -0.4 -0.2 0.0
H -5.823 3.552 1.357 -0.1 0.6 0.2
H -5.426 3.046 3.076 -0.2 0.6 0.1
H -7.887 1.737 3.325 0.2 0.4 -0.6
H -8.148 2.751 1.858 0.4 -0.6 0.1
H -8.475 1.015 1.914 -0.4 -0.7 -0.8
H -3.834 -1.381 3.015 0.7 -0.5 -0.4
H -5.101 -2.818 2.948 1.3 0.3 -0.1
H -4.991 -1.725 4.282 -0.1 0.3 0.0
H -4.989 0.931 4.353 -1.3 -0.2 -0.2
C 2.047 -5.204 -4.040 1.1 -0.9 0.7
C 0.983 -5.459 -5.075 -0.3 0.6 -2.0
C 1.080 -6.866 -5.653 -0.7 0.7 -1.7
C 0.564 -7.935 -4.736 1.3 0.8 0.7
C -0.840 -7.612 -4.345 -0.6 0.6 0.5
C -1.051 -6.224 -3.693 1.8 -0.4 -0.5
N -0.480 -5.254 -4.701 1.2 0.7 0.4
O -0.526 -3.912 -4.113 -0.5 -0.4 -0.9
C -2.487 -5.788 -3.507 0.0 -0.5 0.0
C -0.271 -6.119 -2.373 -0.6 -0.9 0.6
C 1.278 -4.501 -6.260 -0.5 1.9 1.4
H 1.681 -4.574 -3.255 0.1 0.5 0.4
H 3.060 -4.860 -4.370 -1.1 0.2 -0.4
H 2.291 -6.175 -3.623 0.1 -0.1 0.7
H 0.426 -6.808 -6.582 0.8 -0.4 0.8
H 2.118 -7.022 -5.983 -0.3 -0.1 0.1
H 1.299 -8.003 -3.902 -0.7 -0.3 -0.2
H 0.549 -8.847 -5.277 0.2 -1.1 -0.3
H -1.231 -8.378 -3.703 -0.3 -0.4 0.5
H -1.396 -7.659 -5.264 -0.6 0.1 -0.5
H -3.028 -5.899 -4.427 -0.4 -0.7 -0.5
H -3.017 -6.268 -2.667 0.3 0.3 -0.4
H -2.453 -4.723 -3.445 -0.2 0.8 0.9
H -0.863 -6.486 -1.523 -0.1 0.1 -0.3
H 0.694 -6.653 -2.293 -0.5 0.4 -0.4
H -0.165 -5.065 -2.264 0.5 0.8 0.7
H 2.090 -4.746 -6.913 0.8 -0.6 0.0
H 1.462 -3.459 -5.867 0.0 -1.0 -0.3
H 0.432 -4.389 -6.895 -1.0 -0.1 -0.5
H -1.041 -3.392 -4.784 0.6 -0.2 0.4
C -0.618 1.880 0.647 0.2 0.1 0.8
C -0.796 0.946 -0.515 0.3 -0.8 -0.4
C 0.602 0.640 -1.113 0.0 -0.1 -0.6
C 0.416 -0.566 -2.077 2.6 -0.9 0.3
C -0.149 -1.856 -1.449 -0.4 1.4 0.6
C -1.477 -1.538 -0.711 0.9 -2.8 0.9
N -1.251 -0.368 0.117 -0.4 0.8 0.0
O -2.480 -0.138 0.838 0.8 0.1 0.4
C -2.616 -1.528 -1.741 0.1 0.4 1.0
C -1.719 -2.843 0.272 -0.8 2.2 -2.1
C -1.787 1.462 -1.582 1.1 1.2 0.9
H -0.359 2.928 0.438 0.1 -0.4 -0.4
H 0.197 1.403 1.216 -0.4 0.5 0.3
H -1.538 1.889 1.225 0.1 0.1 0.3
H 0.983 1.531 -1.685 -0.6 -0.7 0.3
H 1.392 0.509 -0.320 -1.0 -0.3 -0.5
H 1.417 -0.868 -2.542 -1.2 0.6 0.4
H -0.213 -0.243 -2.870 -0.3 0.2 -0.5
H 0.584 -2.279 -0.768 0.2 0.1 0.5
H -0.326 -2.648 -2.163 -0.1 0.0 -0.5
H -3.476 -0.943 -1.428 -0.1 0.0 0.2
H -2.237 -1.110 -2.637 0.2 0.5 -1.2
H -2.917 -2.539 -1.949 -0.2 -0.5 -0.1
H -2.774 -2.841 0.504 -0.4 -0.1 0.4
H -1.515 -3.728 -0.310 0.2 -0.4 -0.2
H -1.147 -2.821 1.160 0.7 0.2 0.8
H -2.779 1.314 -1.187 -0.5 -0.2 -0.3
H -1.563 1.018 -2.530 -0.5 -0.4 -0.4
H -1.633 2.551 -1.738 -0.1 -0.5 0.2
H -2.126 -0.092 1.775 -0.2 -0.1 -0.8
C 3.049 2.459 3.490 -1.4 -1.7 -1.0
C 4.012 3.527 3.797 1.0 0.6 0.4
C 3.432 4.260 4.975 -1.0 1.4 -0.9
C 4.419 5.145 5.671 0.5 -1.4 0.2
C 5.637 4.306 6.095 -0.6 -0.8 -0.1
C 6.364 3.468 4.997 -1.6 1.1 0.7
N 5.260 2.794 4.285 0.0 -0.1 -0.7
O 5.883 2.060 3.204 0.0 2.0 -0.1
C 7.212 4.365 4.080 -0.6 0.4 0.3
C 7.205 2.414 5.696 0.5 0.4 1.0
C 4.089 4.475 2.603 2.7 -0.5 -0.7
H 2.947 1.789 4.379 -0.1 0.3 -1.0
H 3.380 1.927 2.594 0.2 -0.5 0.3
H 2.065 2.830 3.117 0.5 0.1 0.9
H 2.573 4.871 4.567 0.7 -0.4 0.4
H 2.957 3.522 5.558 -0.3 -0.8 1.5
H 3.982 5.546 6.571 -0.1 0.6 0.2
H 4.660 5.904 4.962 0.5 1.0 -0.2
H 5.253 3.623 6.874 0.3 0.0 -0.3
H 6.376 4.907 6.563 0.7 0.7 0.5
H 8.104 4.787 4.587 -0.5 -0.4 -0.3
H 7.471 3.689 3.275 0.5 0.4 -0.5
H 6.599 5.221 3.703 0.5 -0.7 0.2
H 7.877 1.898 5.057 0.3 -0.6 -1.1
H 7.923 2.909 6.376 -0.5 0.0 0.1
H 6.636 1.665 6.267 -0.1 0.5 -0.2
H 4.922 4.109 1.923 -1.2 0.4 0.4
H 4.354 5.491 2.855 0.3 0.3 0.4
H 3.159 4.569 2.085 -0.7 -0.4 -0.4
H 5.574 1.188 3.326 -0.7 -1.7 0.1
C 6.224 -1.247 2.210 0.0 3.2 -1.3
O 4.881 -0.690 2.169 0.9 -0.9 -0.3
C 4.470 -0.273 0.846 -1.3 0.1 1.6
C 3.737 -1.363 0.044 0.1 0.2 0.1
N 4.518 -2.547 -0.160 0.5 -0.1 -0.3
C 3.823 -3.528 -0.966 -0.3 2.6 -0.6
C 4.758 -4.523 -1.370 0.8 -4.3 -0.1
O 5.149 -5.199 -0.138 1.0 0.7 -1.4
C 5.816 -6.385 -0.532 -3.0 0.4 -1.2
H 6.477 -1.512 3.190 0.0 -0.2 1.6
H 6.960 -0.433 1.858 -0.9 -1.1 0.5
H 6.380 -2.083 1.594 -0.1 -1.2 -1.0
H 5.311 0.179 0.355 0.5 -0.1 -0.6
H 3.781 0.561 1.109 0.1 -0.5 -0.7
H 3.574 -1.008 -0.974 -0.3 0.6 0.0
H 2.748 -1.652 0.447 0.1 0.6 0.3
H 4.775 -3.007 0.676 0.3 -0.2 1.2
H 3.600 -2.966 -1.870 -1.0 -0.1 -0.2
H 2.971 -3.987 -0.470 -0.5 0.1 -0.1
H 5.592 -4.217 -2.026 0.0 0.4 0.8
H 4.296 -5.383 -1.949 -0.2 1.2 0.1
H 6.597 -6.203 -1.228 1.3 0.2 -0.2
H 5.044 -6.937 -1.149 0.8 -0.2 0.7
H 6.046 -6.879 0.353 0.8 -1.2 1.2
C 1.062 -3.624 2.410 1.3 0.0 -0.5
O 0.423 -2.490 2.949 -0.4 -0.9 0.5
C 0.852 -1.224 2.580 1.6 0.9 -0.4
C 0.243 -0.218 3.532 -0.8 0.0 -0.5
N -1.207 -0.271 3.379 0.2 -0.4 -0.7
C -2.002 0.634 4.172 -1.8 -0.8 0.4
C -2.238 0.096 5.563 1.4 -0.2 -0.2
O -3.051 -1.016 5.453 -0.5 -1.6 0.9
C -3.253 -1.762 6.662 0.1 2.2 1.7
H 0.394 -4.457 2.675 0.6 0.1 -0.2
H 2.143 -3.764 2.761 -1.4 0.1 0.3
H 1.234 -3.585 1.303 -0.8 0.2 0.5
H 0.575 -1.012 1.530 0.0 0.0 0.4
H 1.957 -1.122 2.681 -0.3 -0.2 -0.1
H 0.513 0.792 3.241 0.5 0.2 -0.1
H 0.608 -0.379 4.552 -0.1 -0.2 0.1
H -1.520 -1.254 3.327 -0.1 0.9 0.6
H -3.015 0.704 3.696 0.8 0.4 0.1
H -1.568 1.614 4.336 0.4 0.2 -0.7
H -2.636 0.804 6.262 -0.5 0.7 0.4
H -1.219 -0.144 5.885 0.0 -0.4 0.6
H -4.245 -2.198 6.662 -0.2 0.0 -0.2
H -3.191 -1.042 7.585 -0.3 -1.1 -1.6
H -2.534 -2.537 6.905 0.5 -0.2 -0.6
C 3.711 10.257 -1.142 0.1 -1.0 0.6
O 2.943 9.593 -0.151 0.0 -1.4 -0.4
C 2.918 8.160 -0.412 0.3 -0.2 0.0
C 1.981 7.483 0.681 1.1 2.0 -0.9
N 0.720 8.219 0.636 0.3 -0.8 0.0
C -0.187 7.918 1.749 -1.3 2.1 -1.5
C -1.625 8.401 1.403 -0.1 -0.2 1.0
O -2.276 7.723 0.338 0.9 0.5 -1.0
C -2.080 8.162 -1.048 0.3 0.5 1.8
H 3.419 9.928 -2.146 0.1 0.3 0.0
H 4.782 10.145 -0.971 0.2 -0.6 -0.2
H 3.559 11.274 -0.943 -0.6 1.6 -0.3
H 4.023 7.843 -0.477 -1.6 -0.1 0.5
H 2.464 7.980 -1.419 0.3 0.2 0.6
H 2.441 7.680 1.629 0.7 -0.1 0.9
H 1.888 6.424 0.578 -0.2 -0.7 -0.5
H 1.070 9.163 0.591 -0.8 0.6 0.3
H 0.030 8.350 2.741 0.5 -0.3 -0.2
H -0.348 6.889 1.767 0.4 -2.0 0.5
H -1.626 9.497 1.379 -0.2 0.1 -0.8
H -2.267 8.156 2.276 0.4 0.1 -0.3
H -2.229 9.234 -1.095 -0.1 0.4 0.0
H -2.881 7.695 -1.557 -0.7 -0.6 -0.7
H -1.115 7.961 -1.518 0.0 -0.4 0.5
C -0.486 2.415 -5.099 -1.0 2.0 0.2
O -0.060 1.187 -5.557 -0.1 -0.6 -0.3
C -0.863 0.052 -5.225 -0.3 2.0 1.7
C -1.190 -0.690 -6.437 0.6 0.0 -3.2
N -1.754 -1.974 -6.165 0.3 1.1 3.0
C -2.255 -2.658 -7.282 0.6 -1.9 -0.9
C -3.251 -3.631 -6.729 -0.3 -2.3 -0.8
O -4.257 -2.920 -6.072 0.6 0.3 0.3
C -5.263 -3.753 -5.586 -1.3 0.1 -1.0
H -1.551 2.507 -4.821 0.0 -0.7 -0.1
H -0.434 3.166 -5.925 0.6 -0.4 0.7
H 0.014 2.761 -4.171 0.3 -0.1 -0.6
H -1.760 0.467 -4.600 1.3 -1.3 -1.0
H -0.216 -0.596 -4.657 -0.1 -0.3 0.7
H -0.230 -0.825 -7.014 -0.8 0.2 0.5
H -1.874 -0.130 -7.120 0.4 0.1 0.3
H -2.516 -1.718 -5.501 0.2 -1.0 -0.8
H -1.461 -3.237 -7.865 -0.7 0.7 0.9
H -2.670 -1.966 -7.973 -0.9 0.6 -1.0
H -2.729 -4.319 -5.997 -0.4 0.6 -0.7
H -3.700 -4.331 -7.530 0.6 1.1 0.9
H -5.787 -3.181 -4.810 -0.1 -0.5 -0.2
H -4.931 -4.729 -5.237 0.4 0.1 0.4
H -5.923 -3.986 -6.460 -0.1 0.1 0.8